C37H98N6O10 | ωB97M-V/def2-TZVPD

The calculation puts the largest force on an atom at 0.0438 hartree/bohr. As for the total energy: -2549.18072 a.u. As for the HOMO energy: -8.38 eV.

Element x y z (Å)
1 C -1.449320 0.288509 1.737315
2 H 3.307130 7.463269 -0.986865
3 H 0.707450 0.152089 -2.019455
4 H 2.561030 4.438129 -3.434355
5 H -0.943950 -1.722941 -0.826375
6 H -3.215870 -7.131561 -2.956885
7 H -1.174390 -5.579441 -1.821415
8 H 2.667100 -2.293251 -4.907545
9 C 2.311650 6.885709 1.858105
10 H 1.072130 -1.751071 -5.030985
11 O 2.114880 -4.097571 0.992565
12 C 1.239720 -3.434981 -3.560155
13 H -2.499630 -2.381881 -3.079295
14 H -0.493710 7.002769 1.766405
15 H 3.919850 -1.030321 1.754855
16 H 0.565930 6.433379 -3.068685
17 C -1.283670 1.333199 6.495815
18 H 0.852670 -4.566991 -0.507165
19 N 1.511050 -1.946571 -0.458815
20 O -2.052360 -4.170451 -3.941195
21 H 4.780170 -0.994471 -1.536655
22 H 0.172000 -6.832201 0.559795
23 C 1.239940 4.822589 1.354725
24 H 0.649310 3.355469 -1.525075
25 H -1.118460 -7.752921 -4.539485
26 H -1.590680 -6.499951 -5.332725
27 H 3.202320 6.354739 2.194055
28 C 0.774970 -0.774241 -0.071915
29 C -6.293580 -2.045341 4.188745
30 H 7.256590 0.699989 -5.757815
31 H -1.385100 3.106069 3.082455
32 H 0.091020 7.952939 0.385155
33 H -5.783870 -1.126051 4.477205
34 H -2.363510 -1.687451 5.557965
35 H -3.951400 5.724219 4.939775
36 H -3.452070 3.579769 4.683145
37 C -2.618110 -2.852291 -4.055395
38 C -0.056860 6.943739 0.769525
39 H -0.761660 0.992979 7.390165
40 N -5.914810 -4.377891 3.534705
41 H -0.745770 6.510699 0.044275
42 N -2.326840 -0.933091 6.228565
43 C -1.188170 -6.441631 -2.488145
44 H -8.216650 -0.652371 4.857325
45 H -0.757910 2.159119 6.016715
46 C -1.631420 0.159379 5.531325
47 H -0.658460 -2.081751 0.873125
48 C -0.354640 -0.478311 4.810515
49 H 3.702300 0.155659 -5.347245
50 C 0.967930 0.415459 -0.994335
51 H 2.299010 3.280719 -1.013875
52 H -5.398150 -5.170841 3.887385
53 C -4.237380 -2.767701 2.863565
54 O -1.585480 -0.212231 0.401925
55 H -0.637510 -3.593981 -3.061895
56 H 1.460140 1.203409 -5.511365
57 C -2.019120 3.990429 3.019025
58 C 4.083830 -0.017951 1.385635
59 O 0.105040 -3.021531 -2.855685
60 H 2.079330 -1.385541 -3.612125
61 O -7.021950 -2.314171 5.338245
62 C 4.130320 1.146619 -5.195955
63 H -2.778950 3.803149 2.260275
64 O -0.700030 -1.705241 4.130525
65 H 5.771070 0.884359 -8.229025
66 H -3.603450 -2.819271 -4.520285
67 H 0.225810 0.191369 4.175925
68 C 2.746370 5.154429 -2.633935
69 C 0.395150 5.607959 -2.377585
70 H 1.868520 7.120099 2.825985
71 H -0.470350 4.076009 0.183255
72 H 6.310440 -0.508551 -6.354995
73 H -2.067150 1.168149 1.917955
74 H -1.388850 4.781119 2.612015
75 H 1.034990 -2.317461 -1.268705
76 H 1.214430 2.696359 -4.596945
77 C 4.892390 0.875349 -7.584095
78 C 1.890820 1.855729 -4.751695
79 H -6.967320 -1.883811 3.347265
80 H 2.186880 -5.761881 -0.202555
81 H 0.850620 -6.327071 2.090955
82 N 2.077160 6.154619 -0.497265
83 H 4.092390 1.544819 -7.900195
84 C -3.057100 -5.170441 -3.730255
85 C 1.628000 5.225809 -1.561305
86 H 2.265890 4.502129 1.535875
87 C 1.400240 3.893739 -0.946735
88 H 4.633660 -0.181311 -7.652045
89 H -1.740820 -1.257261 6.984605
90 H -3.708330 -4.963401 -2.881055
91 H 5.707910 2.212529 -6.061945
92 C -0.634660 -1.289611 0.124765
93 C -2.704650 4.298929 4.348065
94 C -2.419790 -6.542921 -3.412805
95 H 0.717750 4.812799 2.311455
96 H 0.393310 1.309839 -0.753485
97 C 4.702100 0.134799 0.013055
98 O 3.163640 2.232119 -5.394855
99 H 2.034480 1.287729 -3.832545
100 H -4.661870 -2.588861 1.875685
101 H 3.153130 0.547979 1.345345
102 N 6.356310 0.247669 -5.687065
103 O -3.419480 5.518709 4.167495
104 C 5.351420 1.186569 -6.153725
105 C -5.269420 -3.141161 3.938375
106 H 2.460900 -1.808241 -0.773055
107 H -0.425940 0.644919 1.854615
108 H -3.694480 -5.417441 -4.579275
109 H 1.975890 -3.227041 0.612495
110 H 5.781570 -0.016291 0.018775
111 H 0.326030 -0.830041 5.585805
112 H 2.614450 7.870379 1.501955
113 H -2.206360 1.794079 6.848415
114 H 0.992490 -2.040621 2.939615
115 O 4.067060 -0.815641 -0.919325
116 H 1.965200 -3.908341 -2.898555
117 H -1.040790 -7.310591 -1.846835
118 H 0.147680 -3.450291 3.261765
119 H -3.666970 -1.921541 3.246635
120 H -6.784930 -4.515161 4.028815
121 H 0.917940 -2.780271 4.654635
122 H 4.775040 0.462329 2.078215
123 O 2.351030 7.464699 -0.900435
124 H -1.951080 4.376439 5.131785
125 C 0.589600 3.883519 0.349185
126 C 1.768310 -2.168631 -4.303615
127 H 1.330420 -0.540971 0.836475
128 H -8.700180 -1.754061 6.234285
129 H 3.750080 4.899599 -2.293745
130 C -7.890850 -1.240641 5.715165
131 H -0.304580 -6.269321 -3.102705
132 H -1.735450 -0.460001 2.476205
133 H -1.982970 -2.273011 -4.725575
134 H 0.677690 2.891999 0.793285
135 H -3.557970 -3.584361 2.619515
136 H -0.364350 -5.368961 1.407955
137 H 4.570430 1.175449 -0.283265
138 H 2.843520 6.138229 -3.093055
139 H -2.321920 0.516079 4.767075
140 H -0.494090 5.806129 -1.779185
141 C 1.348300 6.208639 0.819765
142 N -1.941480 -7.184021 -4.677665
143 C 0.505520 -5.961211 1.123915
144 H -0.050620 4.891429 -3.067485
145 H 1.014670 -4.136221 -4.363715
146 H 1.985490 0.803679 -1.038555
147 H -4.732060 -3.204141 4.884615
148 C 1.433540 -5.109371 0.238825
149 H 4.490560 1.224119 -4.170135
150 C 0.405500 -2.502171 3.733675
151 H -7.356830 -0.549881 6.367675

Forces on atoms 1 to 3 (eV/Å):
C 0.12 -0.02 -0.62
H 0.14 0.17 0.00
H -0.14 -0.12 -0.17